60
Properties=species:S:1:pos:R:3 method="wB97M-V/def2-TZVPD" charge=+1 lumo_ha="-0.1077 / -0.0959" spin_multiplicity=3 e_tot_ev=-73368.016 s2=2.02 relative_energy_kcal_mol=33.0 homo_ev="-10.31 / -10.46"
H 3.401 -1.415 -0.359
H 1.605 2.734 1.624
H -2.418 -0.692 3.235
H -2.850 -4.096 -5.992
H 2.850 2.597 -1.802
C 0.257 -4.567 -4.721
C -0.802 -4.618 -5.625
O -1.070 3.536 -0.385
C -1.056 -3.158 -3.270
C 3.255 2.489 0.323
S -0.535 -5.492 -7.142
H 1.178 -5.085 -4.953
H 1.913 -1.128 1.576
C 3.013 0.484 -1.304
N 1.822 2.609 0.634
H -0.740 -2.291 1.952
C 3.406 1.963 -1.106
C -1.516 -0.497 2.653
H 2.062 0.093 2.649
O -0.932 1.798 2.183
C -0.697 -4.774 -9.763
H 1.430 -0.801 -1.485
H -3.072 -2.798 -3.906
H 0.954 -3.793 -2.850
H 4.795 -0.348 -0.447
H 5.006 1.609 1.160
H 1.124 0.668 -2.100
H 3.750 1.916 2.350
H 0.237 -4.272 -10.020
V -0.944 -0.019 -0.014
H -2.151 -1.880 1.269
C -1.642 0.825 1.892
H 1.309 3.366 0.142
O -1.679 -3.303 -8.125
H 3.408 0.193 -2.283
H 4.463 2.050 -1.361
C 0.131 -3.843 -3.552
H 3.695 3.483 0.399
C 3.930 1.558 1.332
H -3.605 1.743 -0.595
C -2.853 1.972 0.157
C -2.015 -4.013 -5.315
H -3.220 2.747 0.827
H 4.201 -0.495 1.829
H -1.450 -4.492 -10.497
H -0.528 -5.849 -9.782
N 1.550 0.193 -1.308
N -1.268 -1.503 1.602
C 3.723 -0.375 -0.247
C -1.552 2.426 -0.492
C -1.098 -4.314 -8.394
C 3.514 0.085 1.204
H 1.406 1.718 0.342
N 2.121 -0.139 1.661
N -2.492 0.734 0.851
C -2.136 -3.282 -4.148
C -1.127 -1.488 -1.220
C -1.128 -2.282 -2.146
H -0.669 -0.426 3.331
O -0.927 1.411 -1.050